No. 1
The following is a DFT calculation (ωB97M-V/def2-TZVPD) of C27H36CoF6N8O6Sb as an isolated structure in a non-equilibrium geometry.

Cartesian coordinates (Å):
C  -0.14  -2.45  3.41
H  -1.14  -4.53  -1.41
N  2.35  0.06  -2.08
H  2.71  0.31  -4.13
C  -2.67  -3.21  -0.54
C  1.09  0.36  3.74
N  -0.40  -0.03  1.85
H  2.74  1.84  -3.16
C  3.23  0.40  1.93
C  3.45  0.54  3.27
H  1.22  1.05  -3.53
H  -1.27  -1.66  5.59
N  3.15  1.72  -0.70
H  -4.47  -0.52  3.43
H  -1.86  3.81  -2.81
C  -3.20  5.84  -0.48
O  -0.71  1.81  -0.04
H  -2.54  -0.63  4.93
H  -2.53  6.07  1.54
H  4.46  0.68  3.63
H  -3.15  -3.25  -1.52
C  2.38  0.64  -0.88
Co  -0.46  -0.03  -0.06
H  4.19  2.83  -2.18
N  -2.65  -0.02  2.47
O  0.66  2.71  -1.57
H  0.28  -2.44  2.41
H  -0.77  4.33  1.29
C  -1.40  4.59  0.45
H  2.56  0.70  5.23
C  2.07  -1.36  -2.22
N  1.60  0.14  0.12
O  -4.92  7.14  -1.28
H  -3.63  5.54  -2.55
C  2.31  0.86  -3.28
H  2.92  -1.85  -2.69
H  -2.04  1.94  1.97
H  -0.53  -3.44  3.61
C  4.34  1.99  -1.50
N  -0.80  -1.89  -0.02
H  4.06  0.39  1.23
F  -1.87  -2.10  -2.89
Sb  -1.93  -0.49  -3.89
F  -2.56  -1.36  -5.43
C  -1.43  -0.50  2.63
C  -1.98  -1.54  4.77
H  0.27  0.39  4.45
O  0.84  -3.47  0.28
H  1.96  2.57  0.83
F  -0.18  -1.17  -4.44
H  1.88  -1.82  -1.26
H  -1.51  -4.93  0.27
H  -3.25  1.24  0.89
C  -2.38  5.55  0.60
O  -4.59  7.10  0.85
H  5.15  2.26  -0.82
C  -2.09  -1.84  -0.33
C  -2.02  4.30  -1.86
N  -1.23  -1.48  3.52
O  -2.60  -0.70  -0.33
H  -3.58  -1.89  2.73
C  -0.29  -3.17  -0.02
H  -4.42  -0.75  1.68
C  -1.42  -4.11  -0.44
C  2.89  2.76  0.29
H  0.65  -2.23  4.13
C  -3.85  -0.85  2.60
C  2.37  0.55  4.18
H  4.64  1.11  -2.07
C  -3.00  5.26  -1.72
H  2.78  3.71  -0.23
C  -0.32  2.75  -0.86
H  3.71  2.83  1.00
F  -3.79  -0.48  -3.29
H  -3.43  -3.42  0.21
F  -0.56  1.27  -4.13
H  -2.67  -2.39  4.80
N  -4.32  6.77  -0.29
H  1.20  -1.50  -2.87
C  1.91  0.26  1.43
C  -2.93  1.31  1.92
F  -0.38  -0.10  -1.85
H  -3.72  1.76  2.51
C  0.82  0.16  2.37
C  -1.24  3.94  -0.77

Computed properties:
Multiplicity: 2
Electronic energy: -4161.91012 Ha
E_HOMO (spin up / spin down): -11.44 / -11.81 eV
Kohn-Sham gap (spin up / spin down): 5.2038 / 5.5744 eV
<S²>: 0.77
Total charge: +1

Just the Mulliken charges please, in e? Sure, here they are: atom 1 (C): -0.881, atom 2 (H): 0.295, atom 3 (N): 0.192, atom 4 (H): 0.470, atom 5 (C): -0.704, atom 6 (C): -0.602, atom 7 (N): 1.917, atom 8 (H): 0.187, atom 9 (C): -0.478, atom 10 (C): -0.750, atom 11 (H): -0.206, atom 12 (H): 0.423, atom 13 (N): 0.706, atom 14 (H): 0.335, atom 15 (H): 0.565, atom 16 (C): -0.038, atom 17 (O): 0.349, atom 18 (H): 0.390, atom 19 (H): 0.471, atom 20 (H): 0.466, atom 21 (H): 0.317, atom 22 (C): -0.395, atom 23 (Co): -0.398, atom 24 (H): 0.440, atom 25 (N): 0.342, atom 26 (O): -0.566, atom 27 (H): 0.266, atom 28 (H): 0.505, atom 29 (C): -0.226, atom 30 (H): 0.467, atom 31 (C): -0.935, atom 32 (N): 0.918, atom 33 (O): -0.591, atom 34 (H): 0.487, atom 35 (C): -0.442, atom 36 (H): 0.536, atom 37 (H): 0.175, atom 38 (H): 0.412, atom 39 (C): -1.414, atom 40 (N): 1.080, atom 41 (H): 0.647, atom 42 (F): -0.595, atom 43 (Sb): 1.901, atom 44 (F): -0.461, atom 45 (C): -0.367, atom 46 (C): -1.283, atom 47 (H): 0.549, atom 48 (O): -0.669, atom 49 (H): 0.303, atom 50 (F): -0.566, atom 51 (H): 0.237, atom 52 (H): 0.379, atom 53 (H): 0.323, atom 54 (C): -0.692, atom 55 (O): -0.592, atom 56 (H): 0.394, atom 57 (C): 0.262, atom 58 (C): -0.437, atom 59 (N): 0.411, atom 60 (O): -0.618, atom 61 (H): 0.390, atom 62 (C): 0.099, atom 63 (H): 0.408, atom 64 (C): -0.826, atom 65 (C): -1.305, atom 66 (H): 0.328, atom 67 (C): -1.220, atom 68 (C): -0.694, atom 69 (H): 0.401, atom 70 (C): -0.579, atom 71 (H): 0.405, atom 72 (C): -0.017, atom 73 (H): 0.454, atom 74 (F): -0.461, atom 75 (H): 0.412, atom 76 (F): -0.535, atom 77 (H): 0.382, atom 78 (N): 0.988, atom 79 (H): 0.021, atom 80 (C): -0.186, atom 81 (C): -1.171, atom 82 (F): -0.125, atom 83 (H): 0.577, atom 84 (C): 0.278, atom 85 (C): -0.236



No. 2
The following is a DFT calculation (ωB97M-V/def2-TZVPD) of a 4-piece molecular cluster, C27H36F9N3O8P overall in a non-equilibrium geometry.

Cartesian coordinates (Å):
H  -1.70  -0.23  -1.13
H  -2.22  -0.02  -5.05
C  -0.77  -1.12  -3.58
C  3.84  2.50  -0.41
O  -7.62  1.52  -2.26
H  -0.78  -1.93  -4.46
C  -3.03  -3.39  4.09
P  -2.27  2.49  4.32
F  9.06  0.92  -0.50
H  -2.83  1.16  4.10
O  -1.84  -3.63  4.22
F  -7.72  -0.38  -4.92
C  8.84  1.22  -1.82
O  0.01  -0.63  1.30
H  -5.30  1.14  -1.53
C  8.26  0.03  -2.58
H  -1.53  -2.10  0.60
O  -0.92  -1.86  -2.28
H  9.73  -1.50  -5.38
H  -4.19  -6.14  2.81
C  5.07  5.46  -0.05
H  -2.60  -5.96  5.42
C  -0.96  0.40  1.69
C  -0.53  -1.57  0.30
H  5.61  2.11  -2.16
C  -0.66  2.78  3.27
H  7.84  -2.44  -3.13
H  -7.02  0.58  0.23
H  -1.71  0.72  0.84
H  -2.99  -0.47  -3.30
H  3.32  1.43  -0.48
O  7.09  -0.10  -2.90
N  -3.40  3.54  3.75
H  8.51  -2.79  -5.54
C  -2.03  -0.10  -3.90
C  -5.54  0.10  -1.28
C  5.68  4.40  -1.12
C  5.15  2.85  -1.38
H  0.24  -0.18  -1.36
H  6.61  4.77  -1.78
H  0.27  -2.43  0.16
H  2.25  5.35  2.90
C  -3.34  -6.42  4.76
F  10.05  1.63  -2.31
O  -6.46  -0.45  -2.24
H  0.27  -0.55  -3.56
H  -1.64  0.03  2.60
H  1.38  1.45  0.52
C  -0.70  -0.87  -1.21
H  -2.05  2.70  5.75
F  -2.91  -1.14  4.97
C  -7.47  0.37  -2.66
H  8.01  -1.11  -5.27
F  8.03  2.31  -1.83
F  -8.62  -1.62  -3.37
C  8.81  -2.10  -3.51
F  -9.53  0.28  -3.91
C  -8.33  -0.33  -3.71
H  -0.11  4.90  4.49
C  3.35  3.71  0.56
H  -3.04  -7.45  4.57
F  -3.97  -1.42  3.08
C  2.00  3.35  1.48
C  -6.11  -0.01  0.12
C  -3.69  -2.02  4.27
O  -3.96  -4.32  3.71
H  -4.62  -0.47  -1.35
H  -1.75  0.94  -3.39
H  -6.37  -1.05  0.35
H  -4.29  -6.42  5.30
C  -0.12  1.80  2.08
H  -5.38  0.34  0.86
C  1.56  4.39  2.71
N  3.89  5.08  0.78
N  1.13  2.12  1.27
H  9.54  -2.87  -3.29
H  -3.71  4.17  4.54
C  0.21  4.14  3.64
H  5.55  6.54  0.02
H  -2.51  -5.61  2.92
C  8.76  -1.86  -5.01
O  9.23  -0.90  -2.83
F  -4.87  -2.09  4.95
C  -3.47  -5.64  3.46

Computed properties:
Electronic energy: -3055.89615 Ha
E_HOMO: -11.11 eV
Kohn-Sham gap: 6.2703 eV
Total charge: +1

Just the Mulliken charges please, in e? Sure, here they are: atom 1 (H): -0.053, atom 2 (H): 0.345, atom 3 (C): -0.205, atom 4 (C): -0.321, atom 5 (O): -0.513, atom 6 (H): 0.302, atom 7 (C): 0.322, atom 8 (P): 0.316, atom 9 (F): -0.256, atom 10 (H): 0.004, atom 11 (O): -0.518, atom 12 (F): -0.241, atom 13 (C): 0.811, atom 14 (O): -0.456, atom 15 (H): 0.355, atom 16 (C): 0.431, atom 17 (H): 0.187, atom 18 (O): -0.405, atom 19 (H): 0.308, atom 20 (H): 0.326, atom 21 (C): -0.158, atom 22 (H): 0.311, atom 23 (C): 0.512, atom 24 (C): -0.344, atom 25 (H): 0.377, atom 26 (C): 0.102, atom 27 (H): 0.305, atom 28 (H): 0.367, atom 29 (H): 0.257, atom 30 (H): 0.031, atom 31 (H): 0.138, atom 32 (O): -0.539, atom 33 (N): -0.699, atom 34 (H): 0.365, atom 35 (C): -0.621, atom 36 (C): 0.123, atom 37 (C): -0.298, atom 38 (C): -0.265, atom 39 (H): 0.104, atom 40 (H): 0.268, atom 41 (H): 0.300, atom 42 (H): 0.330, atom 43 (C): -1.110, atom 44 (F): -0.238, atom 45 (O): -0.351, atom 46 (H): 0.238, atom 47 (H): -0.416, atom 48 (H): 0.194, atom 49 (C): 0.157, atom 50 (H): 0.174, atom 51 (F): -0.256, atom 52 (C): 0.369, atom 53 (H): 0.301, atom 54 (F): -0.212, atom 55 (F): -0.236, atom 56 (C): -0.203, atom 57 (F): -0.233, atom 58 (C): 0.840, atom 59 (H): 0.307, atom 60 (C): 0.289, atom 61 (H): 0.377, atom 62 (F): -0.213, atom 63 (C): 0.400, atom 64 (C): -1.200, atom 65 (C): 0.897, atom 66 (O): -0.286, atom 67 (H): 0.073, atom 68 (H): 0.210, atom 69 (H): 0.326, atom 70 (H): 0.306, atom 71 (C): 0.187, atom 72 (H): 0.305, atom 73 (C): -0.445, atom 74 (N): -0.290, atom 75 (N): 0.109, atom 76 (H): 0.317, atom 77 (H): 0.237, atom 78 (C): -0.451, atom 79 (H): 0.335, atom 80 (H): 0.296, atom 81 (C): -1.081, atom 82 (O): -0.309, atom 83 (F): -0.242, atom 84 (C): -0.179



No. 3
The following is a DFT calculation (ωB97M-V/def2-TZVPD) of C27H36IIrN2O4P2 as an isolated structure.

Cartesian coordinates (Å):
I  -0.05  -8.16  -0.56
H  -2.25  -0.34  -4.39
H  -2.33  1.42  -4.65
H  -1.65  3.48  1.00
N  -2.96  0.56  0.06
C  -1.80  0.51  -4.91
H  -1.46  3.63  -0.76
H  -0.11  1.46  4.43
H  2.07  -0.04  4.78
H  2.88  2.53  -1.61
C  0.72  -5.32  0.10
C  -0.99  3.82  0.21
H  -1.17  1.99  3.11
C  -1.20  -5.49  -1.36
C  -0.10  0.81  -3.14
H  1.33  -3.33  0.62
C  3.15  0.41  1.59
H  6.06  -0.06  3.26
H  2.76  -1.51  -0.83
H  -0.08  5.43  1.32
O  0.40  -1.18  -0.07
P  0.49  0.46  2.32
C  -3.80  -0.24  0.73
C  -1.29  -4.11  -1.39
H  4.49  -0.26  5.15
H  0.14  -1.91  2.36
C  2.75  0.06  3.95
N  0.03  0.97  -2.01
H  0.10  5.57  -0.44
Ir  0.24  0.81  0.10
O  0.21  2.97  0.21
C  -4.96  -0.69  0.15
P  2.48  0.74  -0.06
H  5.22  0.36  0.99
H  -4.58  0.87  -2.83
H  0.47  2.67  3.29
H  -1.90  -6.09  -1.91
H  -0.13  -1.18  3.96
C  -4.38  0.54  -1.82
H  -2.07  -3.62  -1.96
H  -6.17  -0.63  -1.63
H  -1.91  0.35  -5.98
H  1.50  -5.79  0.68
C  -0.38  -3.32  -0.68
H  2.77  -0.35  -2.17
O  -1.87  0.99  0.70
C  5.00  0.04  3.09
H  -1.45  5.90  0.34
C  3.25  2.27  -0.62
H  -3.48  -0.49  1.73
O  -1.42  -1.28  -1.36
C  4.11  -0.07  4.15
H  -2.48  1.59  -1.64
C  -0.53  -1.84  -0.73
H  0.23  -0.28  -4.86
C  3.12  -0.54  -1.15
H  3.05  3.10  0.06
H  -1.35  -1.02  2.68
H  0.16  1.47  -5.08
C  -0.31  0.63  -4.57
C  2.26  0.30  2.66
C  -0.19  -6.09  -0.61
C  -0.14  1.77  3.39
H  4.33  2.14  -0.68
C  -0.57  5.26  0.36
C  -0.29  -1.06  2.89
H  0.79  3.29  0.90
C  0.62  -3.94  0.07
C  -3.23  0.95  -1.19
H  4.21  -0.53  -1.14
H  -5.62  -1.33  0.71
C  4.52  0.28  1.81
C  -5.26  -0.29  -1.15

Computed properties:
Electronic energy: -2545.24377 Ha
E_HOMO: -12.57 eV
Kohn-Sham gap: 7.4534 eV
Total charge: +2

Just the Mulliken charges please, in e? Sure, here they are: atom 1 (I): 0.160, atom 2 (H): 0.252, atom 3 (H): 0.299, atom 4 (H): 0.207, atom 5 (N): 0.222, atom 6 (C): -1.071, atom 7 (H): 0.164, atom 8 (H): 0.558, atom 9 (H): 0.391, atom 10 (H): 0.410, atom 11 (C): -0.755, atom 12 (C): 0.069, atom 13 (H): 0.324, atom 14 (C): -0.620, atom 15 (C): 0.325, atom 16 (H): 0.414, atom 17 (C): 0.266, atom 18 (H): 0.436, atom 19 (H): 0.194, atom 20 (H): 0.412, atom 21 (O): -1.330, atom 22 (P): 1.501, atom 23 (C): -0.025, atom 24 (C): -0.543, atom 25 (H): 0.438, atom 26 (H): 0.201, atom 27 (C): -0.924, atom 28 (N): -0.528, atom 29 (H): 0.340, atom 30 (Ir): 3.187, atom 31 (O): -0.160, atom 32 (C): -0.933, atom 33 (P): 1.364, atom 34 (H): 0.364, atom 35 (H): 0.468, atom 36 (H): 0.340, atom 37 (H): 0.403, atom 38 (H): 0.607, atom 39 (C): -1.184, atom 40 (H): 0.513, atom 41 (H): 0.450, atom 42 (H): 0.414, atom 43 (H): 0.405, atom 44 (C): 0.816, atom 45 (H): 0.405, atom 46 (O): -0.411, atom 47 (C): -0.802, atom 48 (H): 0.420, atom 49 (C): -1.406, atom 50 (H): 0.376, atom 51 (O): -0.596, atom 52 (C): -0.798, atom 53 (H): 0.305, atom 54 (C): -0.443, atom 55 (H): 0.300, atom 56 (C): -1.255, atom 57 (H): 0.351, atom 58 (H): 0.178, atom 59 (H): 0.368, atom 60 (C): -0.592, atom 61 (C): 0.446, atom 62 (C): -0.129, atom 63 (C): -1.377, atom 64 (H): 0.511, atom 65 (C): -1.474, atom 66 (C): -1.167, atom 67 (H): 0.209, atom 68 (C): -0.300, atom 69 (C): 0.376, atom 70 (H): 0.565, atom 71 (H): 0.461, atom 72 (C): -1.086, atom 73 (C): -0.272



No. 4
The following is a DFT calculation (ωB97M-V/def2-TZVPD) of C27H36N5PSSi as an isolated structure in a non-equilibrium geometry.

Cartesian coordinates (Å):
N  -1.96  -6.00  0.13
Si  1.79  2.05  1.87
H  4.32  0.53  3.22
P  -0.30  2.61  2.36
C  -2.68  -5.33  2.12
H  2.71  3.99  3.06
H  0.15  -4.23  -1.31
H  -1.44  -6.81  3.25
H  -1.84  -6.08  -0.86
C  -2.78  -5.11  0.77
H  5.86  -0.06  2.54
H  7.18  1.26  1.05
C  -5.16  0.19  -1.69
H  -3.21  -4.78  2.88
H  -5.58  0.51  0.43
C  -0.87  3.27  -1.91
C  -5.05  -0.03  -0.35
H  -0.49  -2.24  -2.68
N  -0.56  -3.18  -3.02
H  -5.76  0.90  -2.25
H  -3.37  -4.41  0.20
C  -1.32  1.39  1.33
C  -1.48  2.11  -2.30
C  -2.40  3.77  -3.47
H  -3.79  -1.51  0.77
H  -1.29  -2.79  -4.99
C  4.47  3.07  2.29
H  -3.00  1.76  -3.72
C  -3.69  -1.47  -1.41
H  8.02  3.59  0.50
H  -1.21  5.38  -2.59
S  1.91  -0.15  4.87
C  -0.45  -5.39  -3.12
C  -0.22  -4.30  -2.32
C  5.32  1.97  1.96
C  -0.99  -3.54  -4.27
H  -2.99  -2.23  -1.72
H  -0.64  0.77  0.70
H  -3.08  4.22  -4.18
H  -0.08  3.35  -1.18
C  6.21  4.56  1.34
H  -1.86  0.66  1.97
H  4.38  5.29  2.21
H  6.61  5.57  1.12
H  -1.01  4.93  2.72
C  -0.94  -4.90  -4.37
N  -4.34  -0.69  -2.34
H  3.14  2.55  4.00
N  1.84  0.25  2.10
C  3.07  2.94  2.96
C  4.94  0.50  2.29
H  -1.33  1.09  -1.99
H  -4.22  -0.76  -3.33
C  4.95  4.38  1.97
H  -0.29  -6.42  -2.85
N  -2.41  2.42  -3.26
C  6.58  2.15  1.30
C  -1.33  -6.78  1.07
H  0.19  4.88  1.35
H  2.09  2.38  0.46
H  4.36  0.02  1.48
C  1.70  0.06  3.30
C  7.04  3.46  0.99
C  -4.12  -1.08  -0.17
C  -0.68  4.37  1.83
C  -1.76  -6.39  2.31
H  -1.48  4.32  1.06
H  -2.04  1.90  0.66
C  -1.45  4.33  -2.65
H  -1.22  -5.49  -5.23
H  -0.63  -7.55  0.77

Computed properties:
Electronic energy: -2353.21677 Ha
E_HOMO: -8.03 eV
Kohn-Sham gap: 8.2116 eV
Total charge: 0

Just the Mulliken charges please, in e? Sure, here they are: atom 1 (N): 0.024, atom 2 (Si): 0.210, atom 3 (H): 0.101, atom 4 (P): 0.094, atom 5 (C): -0.441, atom 6 (H): 0.434, atom 7 (H): 0.417, atom 8 (H): 0.395, atom 9 (H): 0.245, atom 10 (C): -0.463, atom 11 (H): 0.459, atom 12 (H): 0.351, atom 13 (C): -0.523, atom 14 (H): 0.400, atom 15 (H): 0.427, atom 16 (C): 0.003, atom 17 (C): -0.750, atom 18 (H): 0.195, atom 19 (N): 0.059, atom 20 (H): 0.390, atom 21 (H): 0.414, atom 22 (C): -0.994, atom 23 (C): -0.853, atom 24 (C): -0.415, atom 25 (H): 0.555, atom 26 (H): 0.396, atom 27 (C): 0.651, atom 28 (H): 0.183, atom 29 (C): -0.583, atom 30 (H): 0.353, atom 31 (H): 0.384, atom 32 (S): -0.276, atom 33 (C): -0.445, atom 34 (C): -0.567, atom 35 (C): 1.056, atom 36 (C): -0.432, atom 37 (H): 0.509, atom 38 (H): 0.248, atom 39 (H): 0.393, atom 40 (H): 0.624, atom 41 (C): -0.511, atom 42 (H): 0.399, atom 43 (H): 0.263, atom 44 (H): 0.335, atom 45 (H): 0.362, atom 46 (C): -0.552, atom 47 (N): 0.048, atom 48 (H): 0.378, atom 49 (N): -0.329, atom 50 (C): -0.596, atom 51 (C): -1.307, atom 52 (H): 0.479, atom 53 (H): 0.218, atom 54 (C): -0.943, atom 55 (H): 0.526, atom 56 (N): 0.089, atom 57 (C): -0.575, atom 58 (C): -0.448, atom 59 (H): 0.298, atom 60 (H): -0.154, atom 61 (H): 0.303, atom 62 (C): 0.319, atom 63 (C): -0.564, atom 64 (C): -0.288, atom 65 (C): -0.995, atom 66 (C): -0.501, atom 67 (H): 0.292, atom 68 (H): 0.335, atom 69 (C): -0.896, atom 70 (H): 0.413, atom 71 (H): 0.373



The highest electronic energy belongs to which entry? C27H36N5PSSi



The highest electronic energy belongs to which entry? C27H36N5PSSi